[1]
{
  "formula": "C35H33AuN7O6S2",
  "method": "the ωB97M-V functional and the def2-TZVPD basis",
  "homo_ev": [-9.78, -9.98],
  "gap_ev": [6.3282, 3.9589],
  "mol_weight_g_mol": 908.8,
  "fmax_ev_per_a": 0.50,
  "de_lowest_kj_mol": 0.0,
  "spin_multiplicity": 3,
  "s2": 2.0203,
  "total_charge": 1,
  "species": ["Au", "S", "S", "O", "O", "O", "O", "O", "O", "N", "N", "N", "N", "N", "N", "N", "C", "C", "C", "C", "C", "C", "C", "C", "C", "C", "C", "C", "C", "C", "C", "C", "C", "C", "C", "C", "C", "C", "C", "C", "C", "C", "C", "C", "C", "C", "C", "C", "C", "C", "C", "H", "H", "H", "H", "H", "H", "H", "H", "H", "H", "H", "H", "H", "H", "H", "H", "H", "H", "H", "H", "H", "H", "H", "H", "H", "H", "H", "H", "H", "H", "H", "H", "H"],
  "positions_angstrom": [[0.614647, 1.558893, -0.615202], [5.607741, 1.745127, -0.768938], [1.241844, 1.410005, -5.372670], [-1.986554, -4.834227, 1.003155], [-0.643233, -0.761442, 4.035658], [-0.130149, 5.759592, 0.689173], [-1.448662, 2.539466, -1.502093], [0.118251, 4.624580, -1.200853], [-1.764985, -1.153607, -3.170475], [-0.016516, -2.820897, 0.258450], [3.895153, 1.823252, 1.360220], [-0.298545, -0.929620, 1.525334], [-0.021531, -0.739109, -0.779002], [-0.936505, 1.736827, -3.778856], [3.049283, 1.678818, -0.801817], [1.174367, 1.669389, -2.789816], [0.085039, -1.911466, -4.311330], [-0.082054, 1.598915, 4.151076], [1.746428, -1.682765, -2.139463], [0.391345, -5.189292, 3.705668], [-0.269544, 0.418732, 3.457837], [-3.562520, 2.611410, -0.425701], [2.455882, 1.556755, -3.130220], [0.483102, 2.696380, 2.088729], [1.412586, -2.270196, -4.430894], [-1.907041, 4.292869, 0.068275], [-0.697537, -5.370720, 2.875314], [3.471537, 1.603047, -2.104611], [0.301970, 2.741713, 3.457822], [-2.783429, 4.849159, 0.999590], [-2.564314, -0.872525, -2.019193], [2.259114, -2.154723, -3.332571], [0.346921, 1.613858, -3.860940], [-0.581414, 4.968481, -0.093964], [4.820218, 1.624065, -2.282839], [4.045215, 1.764059, 0.027265], [2.681853, 1.394283, -4.516803], [1.373045, -4.261325, 3.376681], [-1.922565, -4.971796, -0.408789], [-0.443839, -1.443578, -3.102966], [-0.080648, 0.358452, 2.058488], [-0.077903, -1.457047, 0.298990], [-2.296426, 3.153684, -0.652195], [-4.423669, 3.187015, 0.487568], [0.404003, -1.323116, -1.987601], [0.290052, 1.507781, 1.376436], [-0.843143, -4.618247, 1.711555], [-0.771331, -0.805804, 5.447343], [0.132484, -3.672769, 1.386640], [1.241778, -3.522971, 2.217399], [-4.038731, 4.312785, 1.211200], [0.747599, 3.604707, 1.562003], [-1.469091, -6.091158, 3.106637], [-3.568724, -0.741148, -2.415731], [0.480289, -5.780845, 4.606622], [-1.395807, 1.990161, -2.782821], [0.162191, -0.511548, 5.932482], [-5.400640, 2.749830, 0.644989], [2.958198, 1.956898, 1.716927], [-2.029403, -4.009610, -0.914594], [2.234344, -4.120606, 4.013671], [-2.759048, -5.607168, -0.691093], [1.991630, -2.790683, 1.943951], [-0.599048, -2.012108, -5.143538], [-1.583147, -0.156825, 5.784151], [1.782131, -2.649588, -5.373489], [-0.992055, -5.460143, -0.711137], [5.378165, 1.593281, -3.200992], [-4.710741, 4.761184, 1.928644], [2.390586, -1.566239, -1.274802], [-3.847426, 1.724064, -0.975271], [0.434254, 3.673617, 3.990212], [3.298536, -2.442323, -3.401592], [4.663104, 2.073983, 1.956637], [-2.557725, -1.719953, -1.330069], [-2.237256, 0.028427, -1.508363], [-0.239354, 1.639759, 5.217114], [-1.503895, 1.656697, -4.609811], [0.005948, -3.223917, -0.665036], [-0.497114, -1.605890, 2.251518], [3.629782, 1.267470, -5.009084], [-1.004194, -1.837233, 5.696409], [-0.369768, 3.857476, -1.587302], [-2.443391, 5.717280, 1.546697]],
  "atomic_forces_ev_per_a": [[-0.1036, -0.4551, 0.1668], [0.0260, 0.0042, 0.1044], [-0.2172, -0.0549, -0.1261], [-0.0369, 0.1570, 0.0428], [0.0713, 0.0317, -0.1196], [-0.0336, 0.1454, 0.0295], [0.0104, 0.3076, -0.1173], [-0.1702, -0.1819, 0.1572], [-0.0005, 0.2127, -0.0825], [0.0029, -0.0714, -0.2139], [0.1186, -0.0145, -0.0801], [0.0304, -0.1086, -0.0309], [0.2547, 0.3894, -0.0509], [-0.0744, -0.1730, -0.0156], [-0.0912, 0.0676, -0.1283], [-0.2373, -0.0187, -0.0950], [0.0169, -0.0299, 0.0424], [0.0252, -0.0293, -0.0811], [0.0915, -0.0036, 0.0177], [0.0043, 0.0177, -0.0054], [-0.0399, -0.0306, 0.0311], [-0.0162, 0.0236, 0.0127], [-0.0171, -0.0656, -0.2501], [0.0349, -0.0242, 0.0009], [0.0207, 0.0375, 0.0067], [0.0401, 0.1981, 0.0898], [0.0215, 0.0248, -0.0333], [-0.0052, 0.0276, 0.0541], [-0.0450, 0.0120, 0.0186], [-0.0570, -0.0603, -0.0325], [0.0004, -0.0909, -0.0208], [-0.0439, -0.0068, -0.0397], [0.2750, 0.0544, 0.1195], [0.0702, -0.1878, -0.2034], [-0.0156, -0.0206, -0.0123], [0.0569, 0.0128, 0.0658], [0.0628, 0.0536, 0.2817], [-0.0152, -0.0335, -0.0127], [0.0086, -0.0615, -0.0373], [0.0721, -0.2041, 0.0213], [-0.0627, 0.0617, 0.1277], [-0.1965, -0.0064, 0.2819], [0.0253, -0.3449, -0.0848], [0.0060, 0.0618, 0.0404], [-0.1782, 0.0309, -0.1441], [0.0183, -0.0584, 0.0324], [-0.0082, -0.0953, 0.0802], [-0.0376, 0.0453, 0.0428], [-0.0881, -0.0435, 0.0846], [0.0376, 0.0225, -0.0147], [0.0422, -0.0206, -0.0217], [0.0516, 0.0022, 0.0462], [-0.0222, -0.0241, 0.0096], [-0.0109, -0.0180, 0.0529], [0.0041, -0.0048, 0.0106], [0.0594, 0.3100, 0.1245], [-0.0175, -0.0145, 0.0029], [-0.0374, -0.0016, 0.0063], [-0.1034, 0.0102, 0.0184], [0.0125, -0.0413, 0.0054], [0.0220, -0.0044, 0.0169], [0.0203, -0.0004, -0.0118], [0.0066, 0.0129, -0.0084], [-0.0154, -0.0054, -0.0329], [0.0311, -0.0164, 0.0071], [0.0175, -0.0087, -0.0317], [0.0036, 0.0257, -0.0235], [0.0705, -0.0024, -0.0700], [-0.0163, 0.0024, 0.0164], [0.0059, 0.0037, 0.0209], [-0.0264, -0.0180, -0.0206], [0.0099, 0.0233, 0.0023], [0.0495, -0.0056, -0.0097], [0.0195, 0.0004, -0.0107], [0.0063, 0.0497, 0.0424], [-0.0051, 0.0102, 0.0443], [-0.0006, 0.0023, 0.0527], [0.0347, -0.0136, -0.0491], [0.0563, 0.0239, 0.0505], [0.0181, 0.0079, -0.0331], [0.0770, -0.0002, -0.0256], [0.0026, 0.0145, -0.0072], [0.0307, 0.1425, -0.1154], [-0.0080, 0.0334, 0.0204]]
}



[2]
{
  "formula": "C16H22N2O5S2",
  "method": "the ωB97M-V functional and the def2-TZVPD basis",
  "homo_ev": -9.57,
  "gap_ev": 9.6485,
  "mol_weight_g_mol": 386.5,
  "fmax_ev_per_a": 1.10,
  "de_lowest_kj_mol": 106.7,
  "smiles": "O=C(N[C@@H]1CCS(=O)(=O)C1)c1cccc(S(=O)(=O)N2CCCCC2)c1",
  "total_charge": 0,
  "species": ["S", "S", "O", "O", "O", "O", "O", "N", "N", "C", "C", "C", "C", "C", "C", "C", "C", "C", "C", "C", "C", "C", "C", "C", "C", "H", "H", "H", "H", "H", "H", "H", "H", "H", "H", "H", "H", "H", "H", "H", "H", "H", "H", "H", "H", "H", "H"],
  "positions_angstrom": [[-2.732677, -0.923243, -1.637514], [5.833216, -1.094317, -0.191055], [1.974403, 2.296965, 1.040523], [6.603889, -1.140125, 1.017848], [-1.715441, -1.824255, -2.096903], [6.027464, -2.149552, -1.144797], [-3.778153, -0.525298, -2.531233], [-3.447668, -1.623115, -0.324810], [2.303971, 0.657472, -0.477084], [-2.611513, -2.301216, 0.635141], [4.045607, -0.951641, 0.191131], [-3.541695, -0.862890, 2.454303], [-4.341823, -0.099337, 1.400671], [0.105666, 1.595458, -0.251536], [-2.260342, -1.412147, 1.830008], [-0.567792, 0.464960, -0.703253], [1.535864, 1.562154, 0.180054], [6.013807, 0.529041, -1.012665], [-1.902609, 2.898655, -0.562410], [-4.641021, -1.016688, 0.212894], [-0.580701, 2.804742, -0.162874], [-1.891141, 0.568193, -1.078683], [-2.563754, 1.774146, -1.033153], [3.707448, 0.481248, -0.190076], [4.587963, 0.844374, -1.398241], [-5.113118, -0.476263, -0.607669], [-0.052241, 3.666506, 0.215837], [4.454398, 1.894443, -1.661141], [-3.152646, -3.187681, 0.986155], [-5.281463, 0.259613, 1.822688], [-1.721942, -2.629684, 0.097588], [3.928792, 1.159774, 0.641894], [3.894051, -1.173966, 1.241192], [4.296723, 0.229140, -2.252851], [6.417215, 1.219710, -0.278807], [-5.313055, -1.821722, 0.532511], [3.529704, -1.674850, -0.434835], [-2.417423, 3.845578, -0.508451], [-1.630837, -0.581057, 1.504258], [1.907497, 0.111101, -1.225495], [-0.100124, -0.505949, -0.763969], [-3.299235, -0.205352, 3.290814], [-3.765402, 0.765685, 1.065947], [6.685795, 0.423498, -1.856859], [-3.586243, 1.815306, -1.374191], [-1.700870, -1.996550, 2.561695], [-4.142555, -1.690856, 2.837387]],
  "atomic_forces_ev_per_a": [[-0.0774, -0.1812, 0.0057], [0.1040, -0.0845, 0.1216], [0.0015, 0.2339, 0.1563], [-0.0256, 0.3128, 0.3196], [0.1307, 0.0822, 0.2752], [-0.2125, -0.0082, -0.4439], [-0.0782, 0.2649, 0.2227], [0.3929, 0.2974, -0.9809], [0.1664, -0.3270, -0.0886], [0.6748, -0.1609, 0.3190], [0.7227, 0.1141, -0.1276], [0.1767, 0.2525, -0.0916], [-0.0752, -0.2820, 0.0802], [-0.3964, 0.0420, 0.0434], [-0.2429, -0.1820, 0.0482], [0.2377, 0.1286, 0.0272], [-0.0367, -0.1110, -0.1297], [-0.2239, -0.6507, 0.3065], [-0.0111, -0.0797, -0.0025], [-0.4917, 0.5706, 0.0777], [0.1351, -0.0855, 0.0256], [-0.3248, -0.5413, -0.3207], [-0.0598, 0.0351, -0.0577], [-0.0878, 0.3841, -0.0889], [-0.2949, 0.2981, 0.0557], [-0.2040, -0.0678, 0.1509], [0.0423, 0.0698, 0.0386], [-0.0064, -0.0478, -0.0317], [0.0405, 0.0198, -0.0696], [-0.0240, 0.0679, -0.0325], [-0.0247, -0.1769, 0.1859], [0.0087, -0.1341, -0.1536], [0.0510, -0.0545, 0.0871], [-0.0523, 0.0331, -0.0716], [0.0378, 0.0487, 0.0986], [0.0218, 0.0326, -0.0726], [0.0027, -0.0689, -0.0829], [-0.0406, 0.0780, -0.0151], [0.0436, -0.0254, 0.0443], [-0.0524, 0.1053, 0.0183], [0.1475, -0.0758, 0.0092], [-0.0509, -0.0602, 0.0562], [-0.0611, 0.0279, 0.0339], [0.1171, -0.1311, 0.0030], [-0.1313, 0.0801, -0.0274], [0.0771, 0.0028, -0.0120], [-0.0464, -0.0460, 0.0907]]
}